[1]
C5H5N as an isolated structure. Source: OMol25; level of theory: ωB97M-V with the def2-TZVPD basis set.

## Properties
Charge: 0
ΔE to the lowest compared entry with this formula, charge and spin (kJ/mol): 602.3
2S+1: 1
Maximum force (hartree/bohr): 0.0620
LUMO (spin up / spin down) (Ha): -0.022 / -0.006
HOMO energy (spin up / spin down) (eV): -8.10 / -8.55
Molecular weight (g/mol): 79.10
Orbital gap (spin up / spin down) (eV): 7.5 / 8.4

Each line ends with the natural charge from an NBO analysis.
CARTESIAN COORDINATES (ANGSTROEM)
C1 2.772 -0.043 0.065  -0.10
C2 0.384 -0.935 -0.165  -0.18
C3 1.545 0.086 -0.074  -0.03
C4 -0.499 0.154 -0.052  0.21
C5 -1.947 0.399 -0.089  -0.67
N1 0.491 1.027 0.068  -0.35
H1 3.783 -0.331 0.033  0.22
H2 0.416 -1.750 0.546  0.19
H3 -2.174 1.340 0.408  0.24
H4 -2.491 -0.417 0.385  0.23
H5 -2.280 0.470 -1.126  0.25


[2]
One molecule with the formula C5H5N. Source: OMol25; level of theory: ωB97M-V with the def2-TZVPD basis set.

## Properties
Charge: 0
ΔE to the lowest compared entry with this formula, charge and spin (kJ/mol): 227.3
2S+1: 1
Maximum force (hartree/bohr): 0.0295
LUMO (Ha): 0.015
HOMO energy (eV): -9.81
Molecular weight (g/mol): 79.10
SMILES string: C=C=C(C)C#N
Orbital gap (eV): 10.2

Each line ends with the natural charge from an NBO analysis.
CARTESIAN COORDINATES (ANGSTROEM)
C1 2.003 -0.618 0.603  -0.48
C2 0.985 -0.068 0.023  0.17
C3 -0.250 0.363 -0.077  -0.23
C4 -1.340 -0.525 -0.610  -0.60
C5 -0.486 1.756 0.168  0.27
N1 -0.656 2.891 0.318  -0.31
H1 1.588 -0.742 1.597  0.25
H2 3.007 -0.862 0.259  0.25
H3 -1.077 -1.578 -0.467  0.23
H4 -2.305 -0.329 -0.139  0.23
H5 -1.415 -0.323 -1.679  0.23


[3]
One molecule with the formula C5H5N. Source: OMol25; level of theory: ωB97M-V with the def2-TZVPD basis set.

## Properties
Charge: 0
ΔE to the lowest compared entry with this formula, charge and spin (kJ/mol): 243.0
2S+1: 1
Maximum force (hartree/bohr): 0.0300
LUMO (Ha): 0.025
HOMO energy (eV): -10.52
Molecular weight (g/mol): 79.10
SMILES string: C#C[C@H](C)C#N
Orbital gap (eV): 11.2

Each line ends with the natural charge from an NBO analysis.
CARTESIAN COORDINATES (ANGSTROEM)
C1 -0.311 1.582 1.606  -0.18
C2 0.147 0.977 0.668  -0.02
C3 0.540 -0.215 -0.115  -0.38
C4 -0.185 -0.258 -1.475  -0.58
C5 0.167 -1.288 0.841  0.29
N1 -0.193 -1.937 1.732  -0.30
H1 -0.707 2.133 2.427  0.24
H2 1.628 -0.171 -0.267  0.26
H3 0.087 0.585 -2.127  0.23
H4 0.094 -1.188 -1.966  0.22
H5 -1.268 -0.220 -1.324  0.23


[4]
C5H5N as an isolated structure. Source: OMol25; level of theory: ωB97M-V with the def2-TZVPD basis set.

## Properties
Charge: 0
ΔE to the lowest compared entry with this formula, charge and spin (kJ/mol): 418.9
2S+1: 1
Maximum force (hartree/bohr): 0.0707
LUMO (Ha): -0.045
HOMO energy (eV): -8.64
Molecular weight (g/mol): 79.10
Orbital gap (eV): 7.4

Each line ends with the natural charge from an NBO analysis.
CARTESIAN COORDINATES (ANGSTROEM)
C1 -2.516 0.654 0.028  -0.42
C2 -1.107 0.830 0.030  -0.27
C3 -2.449 -0.677 0.245  0.50
C4 -0.521 -0.447 -0.012  0.17
C5 1.071 -0.811 0.007  -0.62
N1 -1.451 -1.434 -0.008  -0.49
H1 -3.302 1.369 0.110  0.25
H2 -0.601 1.774 0.118  0.23
H3 1.506 -0.407 -0.899  0.22
H4 1.155 -1.886 0.045  0.23
H5 1.516 -0.354 0.885  0.22


[5]
A 2-piece molecular cluster, C5H5N overall. Source: OMol25; level of theory: ωB97M-V with the def2-TZVPD basis set.

## Properties
Charge: 0
ΔE to the lowest compared entry with this formula, charge and spin (kJ/mol): 391.3
2S+1: 3
Maximum force (hartree/bohr): 0.1027
LUMO (spin up / spin down) (Ha): -0.020 / -0.072
HOMO energy (spin up / spin down) (eV): -7.82 / -9.31
Molecular weight (g/mol): 79.10
Orbital gap (spin up / spin down) (eV): 7.3 / 7.4

Each line ends with the natural charge from an NBO analysis.
CARTESIAN COORDINATES (ANGSTROEM)
C1 -1.112 0.206 1.597  -0.26
C2 -0.487 1.012 0.698  -0.39
C3 -0.215 -0.923 1.553  0.34
C4 0.713 0.317 0.456  0.34
C5 0.599 -0.510 -1.935  -0.48
N1 0.889 -0.979 1.001  -0.56
H1 -1.866 0.306 2.242  0.22
H2 -0.521 2.025 0.403  0.23
H3 0.753 0.427 -2.669  0.19
H4 -0.290 -1.012 -1.795  0.17
H5 1.536 -0.870 -1.552  0.19


[6]
An isolated ion of composition C5H5N2O and charge +1. Source: OMol25; level of theory: ωB97M-V with the def2-TZVPD basis set.

## Properties
Charge: +1
ΔE to the lowest compared entry with this formula, charge and spin (kJ/mol): 391.9
2S+1: 1
Maximum force (hartree/bohr): 0.0846
LUMO (Ha): -0.216
HOMO energy (eV): -15.56
Molecular weight (g/mol): 109.11
Orbital gap (eV): 9.7

Each line ends with the natural charge from an NBO analysis.
CARTESIAN COORDINATES (ANGSTROEM)
C1 0.287 1.981 -0.414  0.26
C2 1.344 2.168 0.530  0.06
C3 0.937 -0.043 1.246  -0.16
C4 0.294 -0.514 0.236  0.71
C5 -1.384 -1.653 -0.852  -0.34
N1 1.606 1.162 1.287  -0.29
N2 -0.449 1.376 -1.086  -0.25
O1 -0.005 -1.462 -0.523  -0.33
H1 1.886 3.170 0.504  0.28
H2 0.851 -0.698 2.050  0.30
H3 -1.603 -1.250 -1.881  0.27
H4 -2.094 -1.538 0.034  0.24
H5 -1.671 -2.699 -1.132  0.26


[7]
One molecule with the formula C5H5N3. Source: OMol25; level of theory: ωB97M-V with the def2-TZVPD basis set.

## Properties
Charge: 0
ΔE to the lowest compared entry with this formula, charge and spin (kJ/mol): 333.2
2S+1: 1
Maximum force (hartree/bohr): 0.1671
LUMO (Ha): -0.048
HOMO energy (eV): -9.82
Molecular weight (g/mol): 107.12
SMILES string: [H]/N=C1/N=CC(C=C)=N1
Orbital gap (eV): 8.5

Each line ends with the natural charge from an NBO analysis.
CARTESIAN COORDINATES (ANGSTROEM)
H1 2.446 2.405 -0.526  0.34
N1 2.721 1.736 0.032  -0.54
C1 2.010 0.666 -0.188  0.52
N2 2.154 -0.704 0.324  -0.44
C2 0.958 -1.198 0.493  0.09
C3 -0.088 -0.138 0.219  0.15
C4 -1.448 -0.572 0.387  -0.28
C5 -2.511 0.097 -0.266  -0.26
N3 0.523 0.708 -0.485  -0.43
H2 0.718 -2.329 0.551  0.21
H3 -1.645 -1.486 0.846  0.22
H4 -3.532 -0.212 -0.346  0.20
H5 -2.306 1.026 -1.041  0.22


[8]
C5H5N3O as an isolated structure. Source: OMol25; level of theory: ωB97M-V with the def2-TZVPD basis set.

## Properties
Charge: 0
ΔE to the lowest compared entry with this formula, charge and spin (kJ/mol): 291.8
2S+1: 1
Maximum force (hartree/bohr): 0.1179
LUMO (Ha): 0.009
HOMO energy (eV): -8.66
Molecular weight (g/mol): 123.11
Orbital gap (eV): 8.9

Each line ends with the natural charge from an NBO analysis.
CARTESIAN COORDINATES (ANGSTROEM)
C1 -1.863 0.141 -0.302  0.68
C2 -0.102 -1.560 -0.353  0.10
C3 0.787 -0.435 -0.207  -0.22
C4 2.104 0.318 0.227  -0.21
C5 0.145 0.798 0.035  0.40
H1 -3.440 -0.514 -0.886  0.49
H2 0.450 -2.532 -0.540  0.22
H3 2.637 0.127 1.109  0.20
H4 2.852 0.416 -0.591  0.21
H5 1.104 1.623 1.714  0.39
N1 -1.446 -1.262 -0.409  -0.56
N2 1.194 1.469 0.556  -0.59
N3 -1.230 1.127 0.126  -0.49
O1 -3.192 0.284 -0.479  -0.64


[9]
An isolated ion of composition C5H5N6O2S2 and charge -1. Source: OMol25; level of theory: ωB97M-V with the def2-TZVPD basis set.

## Properties
Charge: -1
ΔE to the lowest compared entry with this formula, charge and spin (kJ/mol): 47.1
2S+1: 1
Maximum force (hartree/bohr): 0.0987
LUMO (Ha): 0.096
HOMO energy (eV): -5.09
Molecular weight (g/mol): 245.27
SMILES string: C[S@](=O)(=Nc1cncs1)Oc1nnn[n-]1
Orbital gap (eV): 7.7

Each line ends with the natural charge from an NBO analysis.
CARTESIAN COORDINATES (ANGSTROEM)
C1 -0.265 -1.852 0.914  -0.75
S1 -0.440 -0.863 -0.775  2.22
O1 0.067 -1.726 -1.813  -0.94
N1 0.173 0.584 -0.761  -0.87
C2 1.467 0.765 -0.529  0.02
C3 2.067 1.962 -0.657  -0.15
N2 3.446 1.993 -0.322  -0.41
C4 3.864 0.797 0.003  -0.17
S2 2.682 -0.492 -0.083  0.24
O2 -1.918 -0.688 -1.111  -0.65
C5 -2.706 -0.066 -0.144  0.46
N3 -3.985 0.204 -0.453  -0.39
N4 -4.406 0.775 0.730  -0.14
N5 -3.382 0.923 1.515  -0.15
N6 -2.249 0.395 1.002  -0.43
H1 0.533 -2.659 0.831  0.23
H2 -0.106 -1.157 1.679  0.25
H3 -1.174 -2.218 1.019  0.22
H4 1.515 2.918 -0.991  0.22
H5 4.817 0.404 -0.054  0.19


[10]
One molecule with the formula C5H5NO. Source: OMol25; level of theory: ωB97M-V with the def2-TZVPD basis set.

## Properties
Charge: 0
ΔE to the lowest compared entry with this formula, charge and spin (kJ/mol): 210.3
2S+1: 1
Maximum force (hartree/bohr): 0.0248
LUMO (Ha): 0.016
HOMO energy (eV): -10.33
Molecular weight (g/mol): 95.10
SMILES string: N#C[C@@H]1C[C@@H]1C=O
Orbital gap (eV): 10.8

Each line ends with the natural charge from an NBO analysis.
CARTESIAN COORDINATES (ANGSTROEM)
N1 1.009 -1.376 -2.463  -0.30
C1 0.685 -0.542 -1.731  0.28
C2 0.228 0.514 -0.869  -0.32
C3 0.732 0.743 0.488  -0.33
C4 -0.774 0.266 0.233  -0.35
C5 -0.944 -0.955 1.049  0.42
O1 -0.016 -1.440 1.656  -0.52
H1 -0.005 1.436 -1.380  0.26
H2 1.464 0.004 0.838  0.27
H3 0.894 1.722 0.906  0.23
H4 -1.711 0.829 0.054  0.25
H5 -1.968 -1.339 1.207  0.13